Entry 1:
Molecular formula: CHBr3OSi
Method: DFT, ωB97M-V with the def2-TZVPD basis set

HOMO level, eV: -10.15
Energy above the lowest of the compared OMol25 structures with the same formula, charge and spin, kcal/mol: 5.42
Electronic energy, eV: -221108.18131
Gap between HOMO and LUMO, eV: 9.21

```
! RIJCOSX wB97M-V def2-TZVPD def2/J DEFGRID3
* xyz 0 1
O 1.883 1.119 0.674
C 1.136 0.269 0.337
Si -0.621 0.031 -0.224
Br -2.080 1.429 0.716
Br -0.804 0.158 -2.539
Br -0.981 -2.165 0.702
H 1.468 -0.840 0.332
*
```

Entry 2:
Molecular formula: H80O40
Method: DFT, ωB97M-V with the def2-TZVPD basis set

HOMO level, eV: -9.53
Energy above the lowest of the compared OMol25 structures with the same formula, charge and spin, kcal/mol: 172.07
Electronic energy, eV: -83198.35365
Gap between HOMO and LUMO, eV: 9.07

```
! RIJCOSX wB97M-V def2-TZVPD def2/J DEFGRID3
* xyz 0 1
H -0.701 4.346 2.560
H 0.482 3.249 2.292
O 0.102 3.917 2.895
H -0.579 0.856 -3.927
H -0.961 0.741 -2.496
O -0.745 1.419 -3.128
H -1.583 -0.919 -4.717
H -0.446 -0.965 -5.782
O -0.751 -0.500 -4.992
H 4.659 -4.416 2.008
H 3.845 -4.795 0.635
O 4.136 -5.077 1.511
H -0.895 -5.192 -3.758
H -1.992 -4.113 -3.143
O -1.556 -4.506 -3.902
H -2.463 -0.914 2.445
O -2.438 0.034 2.383
H 2.144 2.577 -0.590
O 2.522 1.664 -0.480
H 3.459 -2.899 -3.408
H 4.116 -2.172 -2.131
O 3.382 -2.728 -2.444
H 4.219 1.013 -1.239
H 4.090 -0.134 -0.418
O 4.630 0.126 -1.164
H -1.256 5.278 0.823
H -1.088 6.729 0.900
O -1.125 5.963 1.489
H -2.674 1.345 -4.346
H -2.530 2.643 -3.665
O -3.014 1.819 -3.584
H 0.872 -3.308 -5.683
O -0.047 -3.007 -5.640
H -4.988 -1.623 2.493
H -4.464 -1.696 4.075
O -4.280 -1.731 3.147
H 0.492 -2.916 2.435
H -0.245 -2.864 1.222
O -0.418 -3.078 2.140
H 1.382 -6.025 -2.325
H 2.054 -5.471 -3.433
O 1.141 -5.473 -3.091
H -6.508 -1.571 0.220
H -5.007 -1.822 0.274
O -5.808 -1.929 0.786
H -5.190 1.501 -2.638
H -4.664 0.941 -1.363
O -5.533 1.094 -1.821
H 5.761 0.144 3.433
H 5.866 -0.442 2.114
O 5.189 -0.005 2.664
H -3.089 -0.614 0.619
O -2.991 -1.559 0.473
H 2.653 -3.814 2.772
H 2.036 -3.545 1.606
O 2.454 -2.983 2.326
H 0.966 -4.751 -0.204
O 1.573 -5.071 0.487
H 1.698 -1.272 4.921
H 1.912 -2.068 6.166
O 2.004 -1.164 5.826
H -2.419 3.221 0.388
H -1.662 2.362 1.409
O -1.564 3.094 0.789
H 4.118 -1.950 0.207
H 5.576 -1.505 -0.303
O 5.063 -2.194 0.122
H 1.476 4.189 -3.863
H 0.180 3.437 -4.259
O 0.527 4.169 -3.739
H 0.677 1.498 2.698
H 0.054 1.718 1.338
O -0.178 1.498 2.252
H -3.350 -1.548 -2.085
H -3.080 -2.587 -1.073
O -3.255 -2.489 -2.029
H 3.395 -2.330 -5.515
H 2.366 -2.199 -4.539
O 2.875 -2.937 -4.954
H 0.580 -0.229 3.367
H 0.374 0.217 4.894
O 0.017 -0.279 4.135
H 1.961 4.089 -1.750
H 3.265 3.416 -1.252
O 2.658 4.131 -1.081
H -3.479 3.193 4.284
H -2.057 3.208 3.962
O -2.904 3.081 3.504
H 2.298 -0.723 -2.228
O 1.346 -0.653 -2.263
H 0.956 -2.596 -1.532
H 0.419 -4.085 -2.049
O 0.530 -3.449 -1.342
H -3.073 -2.071 1.284
H -2.020 0.411 3.165
H 1.408 -5.815 1.060
H 1.887 1.189 0.059
H -0.435 -3.514 -4.914
H 1.044 0.243 -2.117
O 1.379 6.172 1.722
H 0.874 5.709 2.387
H 1.669 5.449 1.167
O 2.556 1.692 2.686
H 3.429 1.337 2.474
H 2.767 2.456 3.224
O 2.758 -0.723 0.605
H 2.081 -1.419 0.583
H 3.237 -0.897 1.428
O -1.598 6.215 -1.354
H -0.960 5.922 -2.020
H -2.331 5.620 -1.512
O -0.115 1.792 5.866
H 0.160 2.334 6.593
H -0.348 2.381 5.142
O -4.535 0.716 0.362
H -5.221 0.645 1.029
H -3.929 1.361 0.780
O -5.910 3.410 -0.342
H -5.285 3.865 -0.900
H -6.060 2.488 -0.575
*
```

Entry 3:
Molecular formula: C9H13FNS
Method: DFT, ωB97M-V with the def2-TZVPD basis set

HOMO level, eV: -10.27
Energy above the lowest of the compared OMol25 structures with the same formula, charge and spin, kcal/mol: 2.06
Electronic energy, eV: -24575.86468
Gap between HOMO and LUMO, eV: 4.49

```
! RIJCOSX wB97M-V def2-TZVPD def2/J DEFGRID3
* xyz 1 1
C 0.338 -1.463 -1.821
C 0.945 -2.618 -2.138
C 1.093 -2.185 0.385
C 0.264 -1.152 -0.420
C -1.831 1.116 -1.631
C -2.769 0.278 -0.773
C -1.447 0.796 -0.207
C 1.225 2.330 1.964
C -0.412 -0.192 0.266
N 2.232 2.091 2.773
F -0.186 -0.069 1.602
S 1.442 -3.607 -0.756
H -0.080 -0.686 -2.454
H 1.141 -2.905 -3.111
H 0.541 -2.511 1.323
H -1.414 0.516 -2.535
H -1.992 2.168 -1.855
H -3.694 0.753 -0.466
H -2.804 -0.768 -1.158
H -1.780 1.360 0.570
H 0.690 3.185 2.188
H 1.121 1.740 1.079
H 2.200 -1.933 0.756
H 2.522 2.653 3.607
H 2.654 1.102 2.811
*
```

Entry 4:
Molecular formula: C34H40HfN2P3S
Method: DFT, ωB97M-V with the def2-TZVPD basis set

HOMO level, eV: -15.67
Energy above the lowest of the compared OMol25 structures with the same formula, charge and spin, kcal/mol: 18.17
Electronic energy, eV: -78874.38383
Gap between HOMO and LUMO, eV: 6.60

```
! RIJCOSX wB97M-V def2-TZVPD def2/J DEFGRID3
* xyz 3 1
Hf -0.686 0.587 -0.149
C 6.174 -0.314 0.378
C 5.312 -0.232 1.463
C 3.997 0.161 1.271
C 3.551 0.478 -0.012
C 4.419 0.395 -1.105
C 5.730 -0.004 -0.903
P 1.899 1.106 -0.239
C 1.287 0.506 -1.872
C 1.466 -0.855 -2.205
C 1.047 -1.340 -3.428
C 0.416 -0.494 -4.338
C 0.233 0.847 -4.037
C 0.680 1.352 -2.821
C 1.893 2.902 -0.312
C 3.044 3.648 -0.261
C 2.976 5.056 -0.278
C 1.762 5.679 -0.357
C 0.561 4.926 -0.416
C -0.701 5.563 -0.532
C -1.853 4.833 -0.606
C -1.791 3.426 -0.541
C -0.594 2.729 -0.427
C 0.612 3.519 -0.371
H 7.201 -0.619 0.528
H 5.666 -0.472 2.457
H 3.328 0.227 2.120
H 4.083 0.650 -2.103
H 6.409 -0.064 -1.743
H 1.980 -1.506 -1.510
H 1.227 -2.374 -3.691
H 0.094 -0.880 -5.296
H -0.218 1.513 -4.760
H 0.600 2.411 -2.628
H 4.012 3.165 -0.203
H 3.889 5.634 -0.234
H 1.704 6.760 -0.379
H -0.738 6.645 -0.575
H -2.807 5.332 -0.715
H -2.737 2.898 -0.606
C -4.725 1.044 -0.584
P -3.400 0.354 0.441
C -3.906 -1.347 0.770
C -3.528 1.200 2.058
C -2.485 0.685 3.048
P -0.766 0.999 2.500
C -0.446 2.732 2.906
C 0.287 0.015 3.583
H -5.679 0.797 -0.116
H -4.704 0.620 -1.587
H -4.645 2.127 -0.659
H -4.867 -1.340 1.289
H -3.163 -1.880 1.358
H -4.016 -1.882 -0.173
H -4.540 1.036 2.439
H -3.425 2.276 1.895
H -2.595 -0.388 3.220
H -2.604 1.171 4.020
H -0.583 2.889 3.978
H -1.119 3.382 2.347
H 0.577 2.992 2.634
H 0.080 0.300 4.617
H 1.337 0.207 3.367
H 0.087 -1.047 3.448
C 1.215 -6.633 -0.544
C 0.052 -5.717 -0.382
C -1.269 -6.073 -0.491
C -2.248 -5.096 -0.306
N -1.929 -3.816 -0.025
C -0.666 -3.488 0.075
S -0.118 -1.895 0.553
N 0.310 -4.414 -0.106
C -3.700 -5.408 -0.403
H 0.875 -7.660 -0.648
H 1.877 -6.569 0.321
H 1.784 -6.364 -1.436
H -1.537 -7.097 -0.706
H 1.271 -4.117 0.020
H -3.884 -6.466 -0.564
H -4.130 -4.840 -1.231
H -4.201 -5.084 0.511
*
```

Entry 5:
Molecular formula: C6H4
Method: DFT, ωB97M-V with the def2-TZVPD basis set

HOMO level, eV: -9.30
Energy above the lowest of the compared OMol25 structures with the same formula, charge and spin, kcal/mol: 52.01
Electronic energy, eV: -6280.21995
Gap between HOMO and LUMO, eV: 9.01

```
! RIJCOSX wB97M-V def2-TZVPD def2/J DEFGRID3
* xyz 0 1
C -2.753 -0.106 0.114
C -1.585 -0.305 -0.095
C 0.724 0.297 0.261
C -0.210 -0.435 -0.374
C 2.188 0.332 -0.064
C 2.223 -0.921 0.237
H -3.777 0.060 0.278
H 0.425 0.959 1.067
H 0.061 -1.128 -1.157
H 2.705 1.248 -0.267
*
```

Entry 6:
Molecular formula: Li2O16S4Sr4
Method: DFT, ωB97M-V with the def2-TZVPD basis set

HOMO level, eV: -12.77
Electronic energy, eV: -79850.08771
Gap between HOMO and LUMO, eV: 4.06

```
! RIJCOSX wB97M-V def2-TZVPD def2/J DEFGRID3
* xyz 2 1
Sr -1.235 1.039 1.096
Sr -1.850 -3.728 -0.817
Sr 3.980 -1.350 -0.523
Sr 1.954 2.313 -1.467
Li 0.839 -1.745 1.539
Li -0.640 0.375 -3.463
S 0.452 -1.089 -1.406
O 1.790 -1.684 -1.264
O 0.118 -1.284 -2.789
O -0.552 -1.729 -0.593
O 0.547 0.328 -1.020
S -1.799 -2.535 2.637
O -1.615 -3.420 1.464
O -3.105 -2.604 3.280
O -0.790 -2.930 3.616
O -1.409 -1.176 2.120
S -1.569 3.116 -1.772
O -0.678 4.268 -1.877
O -2.852 3.487 -1.237
O -1.726 2.446 -3.121
O -0.916 2.190 -0.949
S 2.293 1.083 1.312
O 2.897 0.592 0.063
O 1.692 2.329 0.877
O 1.124 0.250 1.859
O 3.049 1.458 2.435
*
```

Entry 7:
Molecular formula: C2H4INO
Method: DFT, ωB97M-V with the def2-TZVPD basis set

HOMO level (spin up / spin down), eV: -8.55 / -8.55
Energy above the lowest of the compared OMol25 structures with the same formula, charge and spin, kcal/mol: 44.42
Electronic energy, eV: -13774.49501
Gap between HOMO and LUMO (spin up / spin down), eV: 7.20 / 7.20

```
! RIJCOSX wB97M-V def2-TZVPD def2/J DEFGRID3
* xyz 0 1
C 0.118 0.067 -0.858
C -0.189 0.035 1.460
N 1.101 -0.565 -1.162
O -0.470 0.583 0.150
I -1.610 1.232 -2.966
H 0.949 -0.206 1.652
H -0.690 -0.884 1.563
H -0.425 0.703 2.196
H 1.217 -0.966 -2.035
*
```

Entry 8:
Molecular formula: C2H11N2O2
Method: DFT, ωB97M-V with the def2-TZVPD basis set

HOMO level, eV: -12.67
Energy above the lowest of the compared OMol25 structures with the same formula, charge and spin, kcal/mol: 19.62
Electronic energy, eV: -9321.45566
Gap between HOMO and LUMO, eV: 9.83

```
! RIJCOSX wB97M-V def2-TZVPD def2/J DEFGRID3
* xyz 1 1
C -0.633 0.610 0.725
C 0.047 -0.037 1.660
N 0.141 0.364 2.960
N -0.842 0.034 -0.604
H -1.164 1.513 0.964
H 0.502 -1.012 1.507
H 1.031 0.183 3.397
H -0.209 1.283 3.186
H -1.837 -0.037 -0.801
H -0.445 0.644 -1.344
H -0.363 -0.874 -0.699
H 1.149 -2.584 -0.723
H 0.019 -3.388 -1.360
O 0.250 -2.501 -1.061
H 0.936 2.541 -2.125
H 0.901 1.540 -3.274
O 0.518 1.720 -2.408
*
```